No. 1
The following is a quantum chemistry calculation of a molecular structure, C19H18IrN3O3 in a non-equilibrium geometry, from the OMol25 dataset.

CARTESIAN COORDINATES (ANGSTROEM)
Ir (-0.376, -0.288, -0.216)
C (-2.763, 3.314, -0.776)
C (-2.730, 3.850, 0.499)
C (-2.024, 3.182, 1.489)
C (-1.381, 1.997, 1.184)
N (-1.434, 1.461, -0.065)
C (-2.103, 2.122, -1.015)
C (-0.563, 1.237, 2.150)
C (-0.320, 1.559, 3.474)
C (0.510, 0.737, 4.223)
C (1.086, -0.386, 3.647)
C (0.812, -0.670, 2.320)
N (-0.001, 0.137, 1.615)
C (1.332, -1.801, 1.525)
C (2.207, -2.749, 2.021)
C (2.658, -3.764, 1.192)
C (2.220, -3.799, -0.121)
C (1.344, -2.821, -0.556)
N (0.895, -1.840, 0.236)
H (-3.286, 3.807, -1.582)
H (-3.235, 4.780, 0.722)
H (-1.970, 3.590, 2.488)
H (-2.093, 1.675, -2.000)
H (-0.762, 2.438, 3.920)
H (0.713, 0.976, 5.258)
H (1.739, -1.021, 4.227)
H (2.543, -2.695, 3.046)
H (3.347, -4.510, 1.565)
H (2.553, -4.564, -0.808)
H (0.995, -2.803, -1.580)
C (-3.576, -3.867, -0.768)
C (-3.372, -2.421, -0.550)
C (-4.366, -1.408, -0.939)
O (-2.571, -2.035, 0.366)
C (-1.296, -1.431, -3.133)
O (-1.822, -2.158, -3.852)
O (-0.774, -0.696, -2.394)
H (-4.261, -4.216, 0.014)
H (-2.645, -4.434, -0.699)
H (-4.036, -4.073, -1.733)
H (-5.155, -1.447, -0.180)
H (-4.811, -1.616, -1.910)
H (-3.936, -0.405, -0.928)
H (-2.125, -2.787, 0.802)

Output
- Largest force on an atom: 2.53 eV Å⁻¹
- Net charge: +2
- Multiplicity: 1

Atom charges from the Löwdin analysis, given in e for atoms 1 to 5:
1. Ir 0.9977
2. C -0.0182
3. C -0.0116
4. C 0.0251
5. C -0.1873

No. 2
The following is a quantum chemistry calculation of a molecular structure, C3H5N3O in a non-equilibrium geometry, from the OMol25 dataset.

CARTESIAN COORDINATES (ANGSTROEM)
N (-1.791, 0.145, 0.664)
C (0.081, -1.061, 0.037)
C (0.435, 0.234, -0.130)
N (1.617, 0.950, 0.092)
C (-0.991, 0.619, -0.364)
O (0.712, -2.196, 0.358)
N (-1.321, -1.024, -0.236)
H (1.627, -1.981, 0.588)
H (-2.785, 0.269, 0.460)
H (2.301, 0.875, -0.650)
H (1.487, 1.922, 0.344)
H (-1.372, 1.248, -1.164)

Output
- Largest force on an atom: 2.83 eV Å⁻¹
- Multiplicity: 1

Atom charges from the Löwdin analysis, given in e for atoms 1 to 5:
1. N 0.0268
2. C -0.3728
3. C -0.2610
4. N 0.0667
5. C -0.1679

No. 3
The following is a quantum chemistry calculation of a molecular structure, C3H7F3N4S in a non-equilibrium geometry, from the OMol25 dataset.

CARTESIAN COORDINATES (ANGSTROEM)
C (0.578, -0.452, 1.320)
C (0.151, -0.424, -1.022)
C (-1.059, 2.164, -1.799)
N (1.587, -0.397, 2.193)
N (-0.522, -1.134, 1.569)
N (-0.301, -1.621, -1.205)
N (0.741, 0.085, 0.074)
F (-0.352, 2.591, -0.721)
F (-1.456, 3.219, -2.512)
F (-2.029, 1.503, -1.285)
S (-0.008, 0.979, -2.831)
H (1.534, -0.752, 3.129)
H (2.398, -0.034, 1.845)
H (-0.407, -1.408, 2.548)
H (-1.482, -0.880, 1.406)
H (-0.253, -2.331, -0.490)
H (-0.592, -1.948, -2.134)
H (1.474, 0.841, -0.085)

Output
- Largest force on an atom: 4.40 eV Å⁻¹
- Net charge: +2
- Multiplicity: 1

Atom charges from the Löwdin analysis, given in e for atoms 1 to 5:
1. C -0.3492
2. C -0.2627
3. C -0.9277
4. N 0.3080
5. N 0.2467

No. 4
The following is a quantum chemistry calculation of a molecular structure, C18H36INO10 in a non-equilibrium geometry, from the OMol25 dataset.

CARTESIAN COORDINATES (ANGSTROEM)
C (3.797, -5.116, -2.625)
N (2.713, -4.618, -1.744)
C (1.874, -3.795, -2.468)
O (1.899, -2.620, -2.499)
O (0.980, -4.449, -3.249)
I (-0.004, -5.932, -2.332)
H (4.708, -4.563, -2.477)
H (3.959, -6.170, -2.486)
H (3.504, -4.989, -3.654)
H (3.093, -4.097, -0.965)
O (4.114, -2.800, 0.203)
C (3.890, -2.428, 1.326)
O (3.136, -3.207, 2.118)
C (2.905, -2.932, 3.502)
C (1.762, -1.958, 3.701)
C (4.369, -1.086, 1.819)
H (3.825, -2.602, 3.987)
H (2.647, -3.895, 3.941)
H (1.977, -0.988, 3.254)
H (1.569, -1.811, 4.764)
H (0.856, -2.340, 3.230)
H (3.682, -0.321, 1.463)
H (5.352, -0.894, 1.401)
H (4.457, -1.011, 2.900)
O (-3.399, -1.615, 0.286)
C (-2.902, -1.289, -0.760)
O (-1.642, -1.668, -1.027)
C (-1.001, -1.451, -2.294)
C (-0.400, -0.066, -2.386)
C (-3.642, -0.409, -1.741)
H (-1.688, -1.664, -3.115)
H (-0.206, -2.186, -2.351)
H (-1.160, 0.713, -2.315)
H (0.131, 0.054, -3.330)
H (0.306, 0.089, -1.569)
H (-3.553, 0.628, -1.419)
H (-4.692, -0.691, -1.732)
H (-3.297, -0.492, -2.768)
O (-6.305, 1.902, -2.728)
C (-6.487, 2.202, -1.582)
O (-7.078, 1.320, -0.758)
C (-7.194, 1.510, 0.654)
C (-8.400, 2.353, 1.015)
C (-6.120, 3.577, -1.068)
H (-6.266, 1.911, 1.065)
H (-7.309, 0.509, 1.064)
H (-8.330, 3.359, 0.601)
H (-8.498, 2.433, 2.098)
H (-9.307, 1.900, 0.616)
H (-6.912, 4.273, -1.338)
H (-5.198, 3.886, -1.556)
H (-5.952, 3.626, 0.006)
O (5.901, 1.609, 1.373)
C (5.151, 2.508, 1.106)
O (4.843, 3.403, 2.064)
C (4.075, 4.584, 1.818)
C (2.586, 4.311, 1.866)
C (4.498, 2.611, -0.253)
H (4.383, 5.054, 0.882)
H (4.349, 5.269, 2.618)
H (2.278, 3.609, 1.091)
H (2.025, 5.236, 1.733)
H (2.315, 3.874, 2.828)
H (3.640, 1.940, -0.280)
H (5.218, 2.287, -1.001)
H (4.175, 3.613, -0.522)

Output
- Largest force on an atom: 2.58 eV Å⁻¹
- Multiplicity: 1

Atom charges from the Löwdin analysis, given in e for atoms 1 to 5:
1. C -0.0563
2. N -0.0288
3. C -0.7936
4. O 0.1383
5. O -0.5846

No. 5
The following is a quantum chemistry calculation of a molecular structure, C9H14N4O3S in a non-equilibrium geometry, from the OMol25 dataset.

CARTESIAN COORDINATES (ANGSTROEM)
C (-0.768, 0.771, 0.308)
C (0.218, -0.640, 0.697)
C (0.101, 1.221, -0.760)
C (-0.292, 2.668, -1.169)
C (-0.781, 3.773, -0.503)
C (0.080, 4.659, -2.464)
C (0.078, -2.927, -0.047)
C (-1.001, -2.917, 1.082)
C (1.497, -3.417, 0.349)
H (-1.115, 0.888, 2.309)
H (0.363, 2.228, 1.299)
H (-1.723, 0.377, -0.109)
H (-0.064, 0.481, -1.533)
H (1.266, 1.238, -0.348)
H (-1.369, 3.861, 0.422)
H (0.014, 5.052, -3.407)
H (-1.105, 5.943, -0.897)
H (-0.334, -0.945, -1.133)
H (-0.369, -3.478, -0.863)
H (2.197, -2.844, -0.178)
H (1.694, -2.958, 1.386)
H (2.544, -5.205, 1.008)
H (-0.060, -4.622, 1.885)
N (-0.907, 1.780, 1.293)
N (0.384, 3.316, -2.447)
N (-0.593, 4.991, -1.208)
N (0.163, -1.416, -0.385)
O (0.938, -0.662, 1.627)
O (-1.678, -2.032, 1.463)
O (-0.839, -3.960, 2.047)
S (1.460, -5.223, 0.277)

Output
- Largest force on an atom: 8.09 eV Å⁻¹
- Multiplicity: 1

Atom charges from the Löwdin analysis, given in e for atoms 1 to 5:
1. C -0.4679
2. C -0.5256
3. C -0.2005
4. C -0.1721
5. C -0.1398

no.,frontier orbital gap (eV),E_LUMO (eV),HOMO level (Eh)
1,5.6,-7.62,-0.487
2,8.4,0.79,-0.279
3,8.8,-9.59,-0.676
4,8.3,-0.76,-0.334
5,9.1,0.41,-0.318